Molecular formula: C3H8IN2
Method: DFT, ωB97M-V with the def2-TZVPD basis set

Structure (XYZ):
```
14
Properties=species:S:1:pos:R:3:forces:R:3
N -1.409065 -1.643371 0.229879 3.1 4.9 0.1
C 0.090291 -1.339677 -0.080793 -3.7 0.7 3.5
I 1.615680 -2.647321 0.772440 -0.5 0.4 -0.3
C 0.304267 0.057559 0.561355 2.1 -1.0 -3.6
C 1.345081 0.889583 -0.109466 1.6 0.0 -0.2
N -0.081848 1.277112 -0.251850 -0.2 1.9 2.5
H -1.609138 -2.552715 0.213728 -0.9 -4.6 -0.4
H -1.743837 -1.291533 1.137916 0.7 -0.1 -0.5
H 0.168749 -1.344695 -1.115119 0.5 -0.1 -1.9
H 0.269877 -0.000360 1.585450 -0.7 0.7 2.3
H 1.806408 1.709739 0.538797 -0.1 -1.6 -1.3
H 1.940928 0.407885 -1.001360 -1.4 1.4 1.8
H -0.247420 2.218701 0.269689 -0.1 -2.3 -1.2
H -0.680015 1.159766 -1.038701 -0.3 -0.3 -1.0
```
Forces are in eV/Å.

Summary:
- DFT total energy: -525.97949 hartree
- Spin multiplicity: 1
- Frontier orbital gap: 9.52 eV
- Charge: +1
- Energy relative to the best compared isomer or geometry (same formula, charge and spin): 174.4 kJ/mol

Here are the natural (NBO) charges for atoms 1 to 5, given in e:
1 N -0.8136
2 C -0.1661
3 I 0.1566
4 C -0.0735
5 C -0.2206